The following is a DFT calculation (wB97M-V/def2-TZVPD) of 3 unconnected molecules or ions with the total composition C44H47ClI2O6SSi at a distorted geometry.

Results
Frontier orbital gap in Ha: 0.299
SMILES string: CCCCCCCCC[Si@](C[SH](=O)=O)(/C(I)=C(/C)I)[C@H](Cl)CC.O=C1c2ccccc2C(=O)c2ccccc21.O=C1c2ccccc2C(=O)c2ccccc21
Energy in Eh: -3899.5868

ORCA input file:
```
! wB97M-V def2-TZVPD RIJCOSX def2/J DEFGRID3
* xyz 0 1
C -2.47236 8.34253 0.67343
C -1.85872 7.27963 1.59346
C -2.62189 7.15622 2.94138
C -3.87580 6.30279 2.80860
C -4.44337 5.77554 4.13302
C -3.47723 4.93031 4.96335
C -3.25937 3.51453 4.40898
C -2.12143 3.34070 3.39169
C -0.79733 4.05447 3.73922
Si 0.81008 3.16644 3.30830
C 0.58233 1.39390 2.61002
S 0.02814 1.31111 0.95034
O -0.50186 -0.00122 0.69062
O -0.77778 2.45673 0.63769
C 1.92863 2.89095 4.83519
I 3.92327 3.60995 4.87576
C 1.52809 2.22424 5.93784
C 2.36590 1.93961 7.15917
I -0.41135 1.42325 6.13419
C 1.60963 4.13936 1.89247
Cl 3.18440 3.40760 1.37581
C 1.70997 5.67046 2.01232
C 1.79777 6.27879 3.41102
H -3.31791 7.91777 0.14020
H -1.73008 8.71308 -0.02654
H -2.84132 9.17195 1.26953
H -0.81820 7.50811 1.81654
H -1.90902 6.29708 1.12992
H -2.88500 8.15128 3.29310
H -1.92106 6.74702 3.66691
H -3.72670 5.46501 2.12859
H -4.64679 6.93216 2.36143
H -5.34357 5.19166 3.95077
H -4.74969 6.63665 4.73093
H -2.55034 5.47312 5.12163
H -3.92825 4.82548 5.95057
H -3.17263 2.81643 5.23820
H -4.17573 3.23996 3.88465
H -2.00364 2.27658 3.20196
H -2.47597 3.75897 2.45410
H -0.76347 4.28732 4.80156
H -0.78609 4.99444 3.19544
H -0.15315 0.87053 3.21392
H 1.53566 0.88207 2.72176
H 1.18600 1.40168 0.24794
H 1.84841 1.25656 7.82327
H 2.62435 2.85853 7.67323
H 3.26648 1.42044 6.84053
H 0.97103 3.94046 1.03702
H 0.82989 6.08358 1.51989
H 2.55744 6.00807 1.42363
H 2.37235 5.68911 4.11895
H 0.82506 6.47689 3.85355
H 2.29275 7.24631 3.34645
O 2.90017 -0.32563 -2.24086
C 3.18876 -1.50177 -2.15323
C 2.23388 -2.48822 -1.57864
C 0.97959 -2.05259 -1.17558
C 0.06615 -2.95605 -0.66092
C 0.40123 -4.30176 -0.55568
C 1.65590 -4.74116 -0.94646
C 2.57860 -3.83778 -1.45495
C 3.92355 -4.32395 -1.86572
O 4.23939 -5.48855 -1.72899
C 4.87002 -3.34205 -2.46925
C 6.11795 -3.77937 -2.89440
C 7.00152 -2.88678 -3.47630
C 6.64258 -1.55246 -3.63656
C 5.40391 -1.10925 -3.20640
C 4.51417 -1.99985 -2.61962
H 0.71801 -1.00951 -1.26325
H -0.90778 -2.60849 -0.34479
H -0.31882 -5.00945 -0.16660
H 1.91878 -5.78665 -0.86338
H 6.38919 -4.81817 -2.76786
H 7.97249 -3.22961 -3.80826
H 7.33253 -0.85817 -4.09743
H 5.11948 -0.07304 -3.32476
O -2.74588 -4.77821 -5.47137
C -2.33656 -5.91714 -5.39256
C -3.24121 -7.07524 -5.64417
C -4.56326 -6.83619 -5.99656
C -5.41004 -7.89834 -6.26179
C -4.94010 -9.20489 -6.17723
C -3.62676 -9.44909 -5.81518
C -2.77371 -8.38714 -5.54364
C -1.36720 -8.67101 -5.13903
O -0.97639 -9.81125 -5.00303
C -0.45742 -7.51380 -4.90880
C 0.86641 -7.75320 -4.56216
C 1.73230 -6.69111 -4.36663
C 1.27878 -5.38508 -4.51931
C -0.04156 -5.13922 -4.85269
C -0.91557 -6.20112 -5.04645
H -4.91998 -5.81794 -6.06383
H -6.43898 -7.71031 -6.53839
H -5.60175 -10.03313 -6.39349
H -3.25563 -10.46174 -5.74191
H 1.21127 -8.77140 -4.44849
H 2.76297 -6.87723 -4.09331
H 1.95927 -4.55656 -4.36943
H -0.40074 -4.12549 -4.96411
*
```

Mulliken population analysis, charges in e, atoms 1 to 99: atom 1 (C): -1.4794, atom 2 (C): -0.0906, atom 3 (C): -0.2797, atom 4 (C): -0.6932, atom 5 (C): -1.1293, atom 6 (C): -0.5667, atom 7 (C): -1.0175, atom 8 (C): -0.2854, atom 9 (C): 0.8997, atom 10 (Si): -1.2583, atom 11 (C): -0.8613, atom 12 (S): 0.8727, atom 13 (O): -0.5991, atom 14 (O): -0.6234, atom 15 (C): 0.0551, atom 16 (I): -0.0089, atom 17 (C): 0.2174, atom 18 (C): -1.5903, atom 19 (I): 0.1146, atom 20 (C): 0.3590, atom 21 (Cl): -0.1768, atom 22 (C): -0.6271, atom 23 (C): -0.6257, atom 24 (H): 0.3263, atom 25 (H): 0.4388, atom 26 (H): 0.3012, atom 27 (H): 0.1771, atom 28 (H): 0.1968, atom 29 (H): 0.5246, atom 30 (H): 0.0234, atom 31 (H): 0.4076, atom 32 (H): 0.4281, atom 33 (H): 0.3659, atom 34 (H): 0.4138, atom 35 (H): 0.3195, atom 36 (H): 0.3759, atom 37 (H): 0.1640, atom 38 (H): 0.3854, atom 39 (H): 0.4649, atom 40 (H): 0.3064, atom 41 (H): 0.7275, atom 42 (H): -0.8787, atom 43 (H): 0.3908, atom 44 (H): 0.6508, atom 45 (H): 0.1154, atom 46 (H): 0.4748, atom 47 (H): 0.3450, atom 48 (H): 0.4199, atom 49 (H): 0.3283, atom 50 (H): 0.0913, atom 51 (H): 0.6197, atom 52 (H): 0.0117, atom 53 (H): 0.0251, atom 54 (H): 0.4546, atom 55 (O): -0.6988, atom 56 (C): 0.4996, atom 57 (C): 0.6024, atom 58 (C): -0.9875, atom 59 (C): -0.6980, atom 60 (C): -0.6391, atom 61 (C): -0.6342, atom 62 (C): 0.4649, atom 63 (C): 0.6312, atom 64 (O): -0.6734, atom 65 (C): 0.2365, atom 66 (C): -0.5690, atom 67 (C): -0.5149, atom 68 (C): -0.4975, atom 69 (C): -0.5886, atom 70 (C): 0.1848, atom 71 (H): 0.6002, atom 72 (H): 0.5285, atom 73 (H): 0.4359, atom 74 (H): 0.5058, atom 75 (H): 0.4971, atom 76 (H): 0.4045, atom 77 (H): 0.4040, atom 78 (H): 0.5014, atom 79 (O): -0.6617, atom 80 (C): 0.5149, atom 81 (C): 0.1978, atom 82 (C): -0.5539, atom 83 (C): -0.4771, atom 84 (C): -0.4705, atom 85 (C): -0.5640, atom 86 (C): 0.2024, atom 87 (C): 0.5724, atom 88 (O): -0.6613, atom 89 (C): 0.2180, atom 90 (C): -0.6748, atom 91 (C): -0.5307, atom 92 (C): -0.3472, atom 93 (C): -0.7294, atom 94 (C): 0.2537, atom 95 (H): 0.4737, atom 96 (H): 0.3994, atom 97 (H): 0.3986, atom 98 (H): 0.4717, atom 99 (H): 0.4839

***

The following is a DFT calculation (wB97M-V/def2-TZVPD) of a molecular structure, C44H47F3InO5 at a distorted geometry.

Results
Frontier orbital gap in Ha: 0.155
Energy in Eh: -2570.7283

ORCA input file:
```
! wB97M-V def2-TZVPD RIJCOSX def2/J DEFGRID3
* xyz -1 1
C 1.67023 3.20632 3.43322
C 2.48435 2.19150 3.06724
C 2.08623 1.14026 2.14377
In 3.19008 1.31653 0.17190
C 3.34290 3.47626 -0.43964
C 1.95321 3.82585 -1.04263
C 1.59748 5.31127 -0.91053
C 0.82791 5.67716 0.36754
C -0.38191 4.78685 0.69557
C -1.18766 4.28477 -0.50234
C -2.59602 3.84496 -0.00143
C -3.16177 2.59570 -0.71054
C -3.91581 1.70608 0.30963
C -5.19858 1.08975 -0.26459
C 1.82180 0.37108 -1.37034
O 2.19569 -0.95885 -1.74820
C 1.80244 -1.89860 -0.77456
C 5.19435 0.26398 0.20566
F 5.48737 -0.42181 -0.89979
F 5.28026 -0.65879 1.21912
F 6.21574 1.12802 0.45038
H 0.66402 2.95760 3.74927
H 1.99461 4.23811 3.41778
H 3.48369 2.13324 3.49836
H 1.01104 1.20317 1.95609
H 2.30848 0.14623 2.56049
H 4.12326 3.57224 -1.19481
H 3.56883 4.12717 0.40760
H 2.03211 3.60536 -2.10749
H 1.23101 3.16187 -0.57670
H 1.08814 5.71783 -1.78677
H 2.54714 5.85086 -0.86846
H 1.53043 5.63057 1.20244
H 0.51056 6.72090 0.29989
H -0.12588 3.96180 1.35790
H -1.07332 5.40475 1.27801
H -0.76588 3.39920 -0.96480
H -1.33702 5.04411 -1.27256
H -2.44354 3.55907 1.04157
H -3.30112 4.67565 0.01423
H -2.38778 2.01908 -1.20810
H -3.93589 2.92757 -1.40375
H -4.22082 2.35867 1.12856
H -3.25072 0.96357 0.74705
H -5.99064 1.83469 -0.22094
H -5.07196 0.72683 -1.27824
H -5.51629 0.28097 0.39365
H 1.80746 0.99133 -2.26562
H 0.79756 0.40634 -0.96829
H 2.57372 -1.94164 0.00384
H 0.84084 -1.63373 -0.32511
H 1.67984 -2.85091 -1.28894
C -11.99282 -2.39183 -0.74350
C -10.78930 -2.05587 -0.13104
C -9.79142 -1.42844 -0.85700
C -9.98797 -1.14374 -2.20244
C -11.18683 -1.50102 -2.82282
C -12.19132 -2.11605 -2.08552
C -11.39874 -1.24670 -4.27467
O -12.44324 -1.55302 -4.81359
C -10.29635 -0.61539 -5.05076
C -10.45102 -0.41937 -6.41768
C -9.43892 0.17817 -7.14922
C -8.26988 0.59121 -6.51748
C -8.10806 0.39400 -5.15685
C -9.11534 -0.21722 -4.42081
C -8.91187 -0.45255 -2.96487
O -7.89294 -0.09499 -2.41358
H -12.77483 -2.87463 -0.17159
H -10.63190 -2.28307 0.91540
H -8.85692 -1.16155 -0.38181
H -13.12420 -2.38112 -2.56432
H -11.36135 -0.73777 -6.90733
H -9.55931 0.32541 -8.21480
H -7.48262 1.06419 -7.09009
H -7.19822 0.71022 -4.66464
C 9.32289 -0.51252 3.33600
C 8.16999 -0.70854 2.58221
C 7.71459 -1.99163 2.32949
C 8.41848 -3.08605 2.82036
C 9.59110 -2.88841 3.55923
C 10.03226 -1.59797 3.82285
C 10.38515 -4.04215 4.05412
O 11.40191 -3.87549 4.70018
C 9.91122 -5.41799 3.73342
C 10.66795 -6.51110 4.13889
C 10.23358 -7.79524 3.85940
C 9.03543 -7.99439 3.18030
C 8.28071 -6.90882 2.76991
C 8.71944 -5.61781 3.03655
C 7.91061 -4.45899 2.55744
O 6.86836 -4.64121 1.96479
H 9.67087 0.49237 3.53892
H 7.62303 0.13925 2.19135
H 6.81732 -2.13827 1.74794
H 10.93148 -1.44535 4.40437
H 11.59731 -6.35419 4.66961
H 10.82705 -8.64519 4.17190
H 8.69334 -8.99946 2.96824
H 7.35120 -7.06053 2.23795
*
```

Mulliken population analysis, charges in e, atoms 1 to 99: atom 1 (C): -1.0063, atom 2 (C): -0.0651, atom 3 (C): -0.9519, atom 4 (In): 0.9866, atom 5 (C): -1.2386, atom 6 (C): 0.2991, atom 7 (C): -1.0700, atom 8 (C): -0.8389, atom 9 (C): -0.5705, atom 10 (C): -0.1499, atom 11 (C): -1.0759, atom 12 (C): -0.2770, atom 13 (C): -0.5490, atom 14 (C): -1.2738, atom 15 (C): -0.7177, atom 16 (O): -0.4440, atom 17 (C): -0.5642, atom 18 (C): 0.2503, atom 19 (F): -0.2602, atom 20 (F): -0.2262, atom 21 (F): -0.2817, atom 22 (H): 0.3743, atom 23 (H): 0.2835, atom 24 (H): 0.3304, atom 25 (H): 0.2494, atom 26 (H): 0.3766, atom 27 (H): 0.3604, atom 28 (H): 0.3741, atom 29 (H): 0.1759, atom 30 (H): -0.3344, atom 31 (H): 0.4142, atom 32 (H): 0.5037, atom 33 (H): 0.1752, atom 34 (H): 0.3817, atom 35 (H): 0.0629, atom 36 (H): 0.6558, atom 37 (H): 0.2209, atom 38 (H): 0.2404, atom 39 (H): 0.4572, atom 40 (H): 0.2869, atom 41 (H): 0.3558, atom 42 (H): 0.2561, atom 43 (H): 0.3222, atom 44 (H): 0.3426, atom 45 (H): 0.3259, atom 46 (H): 0.3065, atom 47 (H): 0.4294, atom 48 (H): 0.2461, atom 49 (H): 0.2419, atom 50 (H): 0.1452, atom 51 (H): 0.2657, atom 52 (H): 0.2427, atom 53 (C): -0.4393, atom 54 (C): -0.5449, atom 55 (C): -0.5255, atom 56 (C): 0.1586, atom 57 (C): 0.3291, atom 58 (C): -0.6165, atom 59 (C): 0.5207, atom 60 (O): -0.6792, atom 61 (C): 0.2811, atom 62 (C): -0.5835, atom 63 (C): -0.4481, atom 64 (C): -0.5379, atom 65 (C): -0.5523, atom 66 (C): 0.1645, atom 67 (C): 0.4860, atom 68 (O): -0.6404, atom 69 (H): 0.3887, atom 70 (H): 0.4087, atom 71 (H): 0.5723, atom 72 (H): 0.4657, atom 73 (H): 0.4620, atom 74 (H): 0.3942, atom 75 (H): 0.4063, atom 76 (H): 0.5220, atom 77 (C): -0.6753, atom 78 (C): -0.2749, atom 79 (C): -0.6520, atom 80 (C): 0.1050, atom 81 (C): 0.1726, atom 82 (C): -0.5281, atom 83 (C): 0.6099, atom 84 (O): -0.6859, atom 85 (C): 0.1610, atom 86 (C): -0.5470, atom 87 (C): -0.4443, atom 88 (C): -0.4700, atom 89 (C): -0.5072, atom 90 (C): 0.0958, atom 91 (C): 0.4716, atom 92 (O): -0.6496, atom 93 (H): 0.3975, atom 94 (H): 0.3988, atom 95 (H): 0.8107, atom 96 (H): 0.4598, atom 97 (H): 0.4597, atom 98 (H): 0.3887, atom 99 (H): 0.3891

***

no.,HOMO level (eV)
1,-9.08
2,-4.17